Density functional theory data (wB97M-V/def2-TZVPD) for a structure of composition C35H52CsN7O2Si3.

Output
M   820.011 g mol⁻¹
Energy relative to the best compared isomer or geometry (same formula, charge and spin)   26.65 kJ/mol
2S+1   1
F_max   0.01424 Eh/bohr
Net charge   -2
Calculated total energy   -75849.3847 eV

Structure (XYZ):
```
100
Properties=species:S:1:pos:R:3:forces:R:3:lowdin_charge:R:1
Cs -0.6900 1.0250 0.4972 0.3 -0.3 -0.5 1.132
Si 4.5027 0.3171 -1.1111 0.0 0.0 0.0 0.341
Si 2.4128 -1.8604 -1.8795 0.0 0.0 0.0 0.337
Si 2.6325 0.7583 -3.4976 0.0 0.0 0.0 0.408
O -2.9614 -0.5284 1.0135 -0.4 -0.2 0.0 -0.356
O 0.6653 3.2502 0.9169 0.4 0.6 0.2 -0.373
N -7.1239 1.0482 -1.7078 0.0 0.0 0.0 -0.072
N -7.3893 0.0079 -1.0013 0.0 0.0 0.0 0.024
N -6.2557 -0.3295 -0.3754 0.0 0.0 0.0 -0.107
N -0.1292 1.0596 -2.9862 -0.1 0.0 0.0 0.051
N 1.9444 0.2644 2.8391 0.0 0.0 0.0 0.049
N -5.8302 1.4104 -1.5667 0.0 0.0 -0.1 0.008
N -0.8713 0.0328 4.2602 0.0 0.0 0.0 0.049
C 1.5614 0.2575 4.2414 0.0 0.0 0.0 -0.236
C 3.7066 -3.2123 -2.2591 0.0 0.0 0.0 -0.197
C -6.1642 -1.4480 0.5530 0.0 0.0 0.0 -0.105
C 0.7625 0.8096 -3.9663 0.0 0.0 0.0 -0.298
C 3.0295 -0.1747 -2.0332 0.0 0.0 0.1 -0.455
C -2.7208 -2.8856 0.8425 0.0 0.0 0.0 -0.045
C 2.1352 2.7529 2.6996 0.0 0.0 0.0 -0.161
C 2.8657 4.5264 4.1810 0.0 0.0 0.0 -0.148
C 4.5899 2.1439 -0.5909 0.0 0.0 0.0 -0.190
C -1.8146 -0.4283 3.5426 0.0 0.0 0.0 -0.172
C -1.0313 0.6647 -5.5850 0.0 0.0 0.0 -0.091
C 2.8503 3.1902 3.8071 0.0 0.0 0.0 -0.083
C -1.4224 1.1022 -3.2912 0.0 0.0 0.1 -0.176
C 2.1372 5.4359 3.4093 0.0 0.0 0.0 -0.140
C -1.9344 0.9105 -4.5649 0.0 0.0 0.0 -0.082
C -6.1094 0.1145 2.5320 0.0 0.0 0.0 -0.061
C 0.3178 0.6170 -5.2792 0.0 0.0 0.0 -0.087
C -2.3223 -4.0793 1.4049 0.0 0.0 0.0 -0.120
C 1.3667 3.6645 1.9018 0.0 0.0 0.0 -0.447
C 3.0863 2.5948 -3.4683 0.0 0.0 0.0 -0.182
C -2.5759 -1.6451 1.5268 -0.1 0.0 0.0 -0.474
C 1.7183 -2.3348 -0.1818 0.0 0.0 0.0 -0.177
C -1.7591 -4.1230 2.6803 0.0 0.0 0.0 -0.129
C -8.2600 -1.0618 1.9355 0.0 0.0 0.0 -0.093
C -5.3020 0.5366 -0.7390 0.0 0.0 0.1 -0.145
C 3.4479 0.1264 -5.1060 0.0 0.0 0.0 -0.197
C -1.5742 -2.9305 3.3600 0.0 0.0 0.0 -0.073
C 6.1294 0.0712 -2.0835 0.0 0.0 0.0 -0.201
C -6.7368 -1.1429 1.9387 0.0 0.0 0.0 -0.404
C 4.7912 -0.6886 0.4704 0.0 0.0 0.0 -0.189
C 1.4156 5.0313 2.3070 0.0 0.0 0.0 -0.041
C 0.3792 -0.6907 4.4377 0.0 0.0 0.0 -0.243
C 1.0040 -2.2817 -3.0836 0.0 0.0 0.0 -0.185
C 2.1672 1.3560 2.2240 0.0 0.0 0.0 -0.193
C -1.9499 -1.7055 2.8127 0.0 0.0 0.0 -0.163
H 3.4365 4.8558 5.0404 0.0 0.0 0.0 0.073
H 0.3893 -1.0734 5.4645 0.0 0.0 0.0 0.109
H 3.1192 -0.8891 -5.3482 0.0 0.0 0.0 0.016
H -8.7083 -1.9769 1.5411 0.0 0.0 0.0 0.072
H 5.1821 2.2536 0.3236 0.0 0.0 0.0 0.024
H -8.6344 -0.9077 2.9499 0.0 0.0 0.0 0.071
H 0.8539 5.7448 1.7144 0.0 0.0 0.0 0.095
H 3.3036 -4.2198 -2.1074 0.0 0.0 0.0 0.012
H 5.0669 2.7517 -1.3640 0.0 0.0 0.0 0.009
H 2.6184 3.0994 -2.6210 0.0 0.0 0.0 0.030
H 6.2539 -0.9817 -2.3548 0.0 0.0 0.0 0.012
H 1.2979 1.2457 4.6321 0.0 0.0 0.0 0.103
H -6.4553 1.0052 1.9999 0.0 0.0 0.0 0.082
H 2.4946 -2.3805 0.5841 0.0 0.0 0.0 0.014
H 0.7559 -3.3439 -2.9877 0.0 0.0 0.0 0.021
H 5.7207 -0.3541 0.9436 0.0 0.0 0.0 0.021
H -2.1029 1.2874 -2.4649 -0.1 0.1 0.0 0.079
H 4.5929 -3.1038 -1.6285 0.0 0.0 0.0 0.002
H 2.7450 3.0751 -4.3908 0.0 0.0 0.0 0.021
H -3.0021 0.9505 -4.7367 0.0 0.0 0.0 0.095
H -5.0216 0.0806 2.4579 0.0 0.0 0.0 0.063
H 3.4273 2.4655 4.3741 0.0 0.0 0.0 0.104
H 1.0419 0.4115 -6.0572 0.0 0.0 0.0 0.082
H -8.6041 -0.2323 1.3155 0.0 0.0 0.0 0.063
H 3.2724 0.7662 -5.9780 0.0 0.0 0.0 0.011
H -3.1273 -2.8592 -0.1632 0.0 0.0 0.0 0.103
H -5.1040 -1.6694 0.6399 0.1 0.0 0.0 0.094
H 3.9837 -0.5694 1.1949 0.0 0.0 0.0 0.000
H 4.1673 2.7383 -3.3930 0.0 0.0 0.0 0.012
H 0.5044 -1.5348 3.7528 0.0 0.0 0.0 0.098
H 6.1123 0.6500 -3.0131 0.0 0.0 0.0 0.006
H 2.1402 6.4875 3.6823 0.0 0.0 0.0 0.083
H 1.2765 -2.0944 -4.1264 0.0 0.0 0.0 0.013
H -2.6701 0.2394 3.4178 0.0 0.0 0.0 0.103
H -1.1387 -2.9458 4.3526 0.0 0.0 0.0 0.102
H -2.4406 -4.9973 0.8382 0.0 0.0 0.0 0.091
H 2.3971 1.2478 1.1609 0.0 0.0 -0.1 0.086
H -6.6774 -2.2939 0.0945 0.0 0.0 0.0 0.126
H 2.4166 -0.1212 4.8119 0.0 0.0 0.0 0.109
H 3.6043 2.5747 -0.4036 0.0 0.0 0.0 0.018
H 4.0343 -3.1266 -3.3000 0.0 0.0 0.0 0.015
H -4.2860 0.4559 -0.3712 -0.1 0.0 0.0 0.103
H -1.4519 -5.0630 3.1203 0.0 0.0 0.0 0.081
H -6.4343 -1.9979 2.5531 0.0 0.0 0.0 0.137
H 7.0062 0.3869 -1.5068 0.0 0.0 0.0 0.012
H -6.3937 0.2260 3.5802 0.0 0.0 0.0 0.078
H 0.1011 -1.7048 -2.8680 0.0 0.0 0.0 0.018
H -1.3752 0.5040 -6.6011 0.0 0.0 0.0 0.094
H 0.9790 -1.6069 0.1639 0.0 0.0 0.0 -0.016
H 1.2217 -3.3103 -0.2208 0.0 0.0 0.0 0.023
H 4.8928 -1.7564 0.2575 0.0 0.0 0.0 0.009
H 4.5271 0.0815 -4.9335 0.0 0.0 0.0 0.012
```
Positions in Å, forces in eV/Å.

---

Density functional theory data (wB97M-V/def2-TZVPD) for a structure of composition C35H52FN11O3 at a distorted geometry.

Output
M   693.873 g mol⁻¹
2S+1   1
F_max   0.23106 Eh/bohr
Net charge   0
Calculated total energy   -62379.6779 eV

Structure (XYZ):
```
102
Properties=species:S:1:pos:R:3:forces:R:3:lowdin_charge:R:1
F -1.3886 -0.0929 -1.9883 -0.3 2.7 2.1 0.036
O -0.3099 3.6879 -1.8328 0.1 -4.3 4.0 0.049
O 5.0702 2.2199 -1.4845 -7.4 -1.3 -2.6 0.135
O -1.9086 -0.0531 0.2464 1.6 3.4 -5.7 0.095
N -4.8728 3.0846 -1.3824 -1.8 -2.6 3.6 0.122
N -1.6227 2.1199 -0.6558 1.9 -1.8 -2.8 0.160
N 3.4758 -2.5118 0.9773 1.6 -8.4 -1.3 0.050
N 2.6870 1.8360 -2.3315 4.2 -0.1 3.3 0.109
N 7.7611 -2.8576 -1.6344 -0.4 1.2 -4.7 0.143
N 1.1000 1.7208 2.4148 -0.4 1.6 -7.1 0.152
N 3.4825 -7.0057 -1.9721 -5.6 0.3 -0.4 0.154
N -7.9487 -2.5657 0.4718 -0.7 -4.6 -1.5 0.154
N 0.6358 13.9448 5.0821 -2.6 -3.0 2.7 0.120
N 3.2018 -0.8020 0.2739 -2.3 10.5 -5.0 0.110
N 0.9929 7.4263 4.1684 -2.6 -3.4 -2.5 0.140
C 6.5762 -4.4475 -4.8301 -0.1 -0.1 0.0 -0.111
C 7.5571 -2.1738 -4.2351 -0.2 -0.3 0.8 -0.185
C -5.8602 -5.6398 -0.1121 0.1 0.0 0.0 -0.114
C -7.3090 -6.0186 0.1775 0.3 -0.1 0.1 -0.273
C -0.4849 5.6067 2.8345 0.7 0.5 0.3 -0.174
C 0.1691 -8.5035 -2.9400 0.0 -0.1 0.0 -0.114
C 2.3276 -6.7353 -1.8512 3.5 -0.8 -0.5 -0.169
C 1.1192 2.3236 -0.3505 0.2 -0.1 1.6 -0.120
C 6.3968 -2.9336 -4.8821 -0.2 -0.3 -0.1 -0.275
C 4.1789 -4.3870 -0.8445 -0.1 0.8 0.9 -0.187
C -5.9829 1.7123 0.6579 0.5 0.2 -0.7 -0.179
C 3.7878 -3.3464 0.1711 -1.0 2.3 2.5 -0.147
C -0.3124 2.7225 -0.9872 0.1 3.9 -3.3 -0.313
C 0.8697 -6.3933 -1.6986 0.8 -0.4 0.1 -0.170
C 7.6710 -2.5548 -2.7835 0.5 -0.7 3.6 -0.192
C -0.4072 10.3291 5.0555 0.0 -0.2 0.0 -0.120
C -8.3149 -5.0655 -0.4719 0.2 0.7 0.5 -0.181
C -0.0183 13.2153 5.7605 1.8 2.5 -2.0 -0.207
C 3.8995 2.0122 -1.8675 2.8 0.8 0.4 -0.189
C 4.7300 -5.6259 -0.1331 0.8 0.1 0.5 -0.305
C -8.1105 -3.6702 0.0544 0.2 3.5 1.1 -0.167
C -0.0410 5.5485 1.3714 0.1 0.2 -0.3 -0.281
C 1.8457 1.1651 -1.2525 -0.4 -0.9 0.3 -0.220
C 0.3398 6.6223 3.5789 1.9 2.4 2.1 -0.174
C 0.0356 -7.6759 -1.6658 -0.1 -0.4 -0.1 -0.270
C -1.6282 0.6442 -0.7796 -1.6 -4.1 5.6 -0.321
C -5.8656 0.2086 0.3980 0.0 -0.4 -0.2 -0.270
C -0.8445 12.2933 6.6169 0.7 0.3 -0.4 -0.194
C -5.3635 2.4783 -0.4803 1.4 2.1 -2.6 -0.191
C -6.5789 -0.2311 -0.8755 0.1 0.0 -0.2 -0.139
C 2.7246 0.1486 -0.3377 -0.2 -3.3 1.1 -0.027
C 5.9719 -5.3246 0.7012 0.0 0.1 0.1 -0.108
C -0.3295 10.8581 6.4838 0.1 -0.3 -0.2 -0.273
C -0.2097 6.8811 0.6493 0.0 0.0 -0.2 -0.101
C 1.0556 1.9684 1.2215 0.3 -0.9 3.8 -0.131
H 6.6064 -4.8150 -3.8008 0.1 0.1 -0.1 0.065
H -5.1801 -6.3624 0.3461 -0.1 0.1 -0.1 0.073
H -0.4644 -9.3924 -2.8833 0.0 0.1 0.0 0.073
H 0.2204 10.9111 4.3751 -0.1 0.0 0.1 0.073
H -1.5413 5.8815 2.9048 0.1 0.1 0.1 0.119
H 7.3888 -1.0961 -4.3095 0.1 -0.1 0.2 0.113
H 1.0078 0.6081 -1.8381 1.7 0.6 1.2 0.148
H -5.6112 -4.6564 0.2959 -0.1 0.0 -0.1 0.070
H 6.3467 -6.2402 1.1665 0.0 0.1 -0.1 0.070
H -5.4686 1.9745 1.5864 0.0 0.1 -0.2 0.115
H 4.9302 -3.9656 -1.5202 0.0 0.0 0.1 0.096
H -0.9176 10.2059 7.1368 0.0 0.2 0.0 0.107
H 5.4575 -2.6705 -4.3839 0.1 0.1 0.0 0.107
H -5.6665 -5.6252 -1.1894 0.0 0.0 0.1 0.077
H 4.9786 -6.3831 -0.8755 0.1 0.4 0.3 0.058
H 5.7560 -4.6165 1.5063 0.0 0.0 -0.1 0.068
H 0.5618 -5.7557 -2.5325 0.2 -0.1 0.0 0.120
H -0.6258 4.7826 0.8524 0.0 0.0 0.2 0.089
H -6.4930 -1.3117 -1.0037 -0.1 0.2 0.0 0.040
H -7.0323 2.0045 0.7573 0.1 0.1 -0.1 0.119
H 0.7094 10.8037 6.8258 -0.1 0.1 0.0 0.113
H 8.4984 -2.4057 -4.7416 0.0 0.0 0.2 0.117
H -4.8097 -0.0747 0.3290 -0.1 0.1 0.1 0.097
H 0.4111 7.6627 1.0953 -0.1 -0.1 0.0 0.073
H -2.2866 2.4518 -1.3982 0.6 0.2 0.8 0.130
H -0.0569 9.2947 5.0143 -0.1 0.2 0.0 0.020
H -6.1443 0.2368 -1.7638 0.0 0.1 0.1 0.067
H -9.3356 -5.3860 -0.2472 0.1 0.2 0.0 0.115
H 5.7405 -4.9461 -5.3278 0.1 0.0 0.0 0.074
H -1.4366 10.3558 4.6831 0.1 0.0 0.0 0.076
H 1.0100 5.2450 1.3116 -0.1 0.0 0.1 0.108
H 0.3345 -8.2909 -0.8105 0.0 0.2 0.0 0.114
H 6.7701 -4.9066 0.0797 -0.1 0.0 0.1 0.054
H -7.4610 -6.0358 1.2618 -0.1 0.0 -0.1 0.113
H -8.1927 -5.0601 -1.5589 0.0 0.1 0.1 0.117
H 0.7299 -5.8300 -0.7716 0.2 0.0 -0.1 0.119
H -1.8911 12.3563 6.3050 0.1 0.1 -0.1 0.114
H -6.2893 -0.3347 1.2478 0.0 0.1 0.0 0.100
H -7.4911 -7.0335 -0.1888 -0.1 0.1 0.0 0.109
H 7.5009 -4.7501 -5.3315 -0.1 0.0 0.1 0.078
H 3.9603 -6.0541 0.5178 0.0 0.1 -0.2 0.108
H 1.1960 -8.8464 -3.0923 -0.1 0.1 0.0 0.071
H -1.0168 -7.4135 -1.5210 0.1 0.1 0.1 0.108
H 3.3026 -4.6543 -1.4374 0.1 0.3 0.1 0.069
H -0.7809 12.6205 7.6582 0.0 0.1 -0.2 0.110
H -1.2527 7.2119 0.6757 0.1 0.0 0.0 0.081
H 1.8161 3.2513 -0.4385 -1.6 -1.5 0.2 0.162
H 6.3048 -2.6222 -5.9271 0.1 0.1 0.1 0.108
H -0.3571 4.6281 3.3053 0.0 0.2 0.1 0.109
H -0.1347 -7.9241 -3.8176 0.0 -0.1 0.1 0.077
H 0.0907 6.7862 -0.3974 -0.1 0.0 0.1 0.074
H -7.6424 0.0239 -0.8369 0.1 -0.1 0.0 0.075
```
Positions in Å, forces in eV/Å.

---

Highest occupied orbital energy, respectively: -1.7; -8.7 eV.
HOMO-LUMO gap, respectively: 5.49; 7.86 eV.
E_LUMO, respectively: 0.138; -0.032 Ha.